41
Properties=species:S:1:pos:R:3:forces:R:3:nbo_charge:R:1 method="wB97M-V/def2-TZVPD" total_charge=-1 lumo_energy_ev="1.9 / -0.5" gap_ev="5.81 / 6.01" energy_ha=-9103.68543 multiplicity=5
Cu 4.469320 -20.440550 -12.403720 1.03 1.90 0.40 1.41
Cu 6.056460 -17.955780 -10.467650 -0.86 -0.55 -0.70 0.92
Cu 4.119280 -17.166940 -13.702370 0.27 -1.00 0.95 0.98
S 2.278950 -19.825600 -15.159810 3.74 -0.88 2.41 2.05
S 1.020080 -17.664750 -14.646670 -3.92 5.64 1.53 2.18
S 5.779330 -21.498540 -9.479060 -1.60 2.11 0.12 2.05
S 3.536530 -22.658230 -9.963240 -5.27 -0.70 -1.44 2.15
F 4.508090 -19.850000 -16.823300 -1.30 0.41 -0.10 -0.30
F -0.092800 -19.656960 -12.989860 0.34 0.63 0.29 -0.31
F 7.996860 -22.959140 -9.020390 0.61 0.05 -0.07 -0.28
F 2.177780 -22.038570 -12.273800 0.26 -1.13 0.47 -0.34
F 0.317510 -17.703310 -12.044590 0.09 -0.56 0.14 -0.30
F 8.052320 -21.606170 -10.809700 -0.59 -2.43 1.00 -0.30
F 6.904270 -23.616220 -10.788100 1.26 1.81 0.61 -0.30
F 2.904450 -24.126470 -12.189180 0.44 -0.10 -0.65 -0.30
F -1.266940 -17.906730 -13.497970 -0.32 -0.18 0.42 -0.33
F 2.637900 -20.303550 -17.865310 0.20 0.12 0.39 -0.30
F 1.291250 -23.530840 -10.936840 -0.88 -0.18 -0.14 -0.31
F 3.046490 -18.228700 -17.296080 0.45 -1.89 0.54 -0.31
O 4.132300 -23.936120 -9.672190 0.06 0.26 0.84 -0.92
O 3.909630 -17.197240 -10.158890 1.48 1.88 7.79 -0.55
O 2.529360 -22.004920 -9.070790 3.03 -1.37 -1.78 -0.87
O 0.269560 -17.899660 -15.847260 0.48 -1.04 0.07 -0.91
O 1.127400 -16.249940 -14.305690 -0.09 -0.93 0.18 -0.95
O 6.435690 -19.413730 -12.061360 1.49 -5.06 3.72 -0.81
O 3.249190 -20.537550 -14.246930 -1.61 0.58 -2.34 -1.00
O 6.007140 -20.066710 -9.574460 1.01 -1.21 0.35 -0.96
O 5.361280 -21.940700 -8.142240 0.99 -0.11 -2.44 -0.86
O 1.012660 -20.479900 -15.411630 1.56 1.04 0.14 -0.83
O 5.483530 -18.879920 -13.750540 -8.06 -3.53 -8.72 -0.65
O 3.515660 -18.674630 -11.525830 -2.49 -8.27 -1.15 -0.80
O 3.142200 -16.699880 -11.747880 -4.40 5.89 -3.52 -0.53
O 6.147100 -17.496270 -12.626500 -0.76 11.62 2.97 -0.66
N 2.425440 -18.203930 -14.438340 1.07 -4.61 -2.32 -1.18
N 4.541930 -21.729000 -10.787620 2.60 0.18 2.75 -1.24
C 2.421740 -23.136650 -11.480520 0.38 1.73 1.48 0.74
C 3.203080 -19.547760 -16.940240 -0.23 1.08 0.81 0.82
C 3.091670 -17.685280 -10.966500 6.50 0.13 -3.61 0.90
C 7.361670 -22.546270 -10.073960 -2.27 1.45 -1.29 0.83
C -0.044230 -18.329960 -13.152130 0.00 0.64 -1.97 0.75
C 6.417240 -18.594310 -13.052240 5.33 -3.42 1.88 0.62

***

49
Properties=species:S:1:pos:R:3:forces:R:3:nbo_charge:R:1 method="wB97M-V/def2-TZVPD" total_charge=-5 lumo_energy_ev=9.0 gap_ev=5.59 energy_ha=-5931.84971
S 3.222017 -1.228914 0.756298 -0.53 -0.28 -1.66 2.35
S -1.676193 3.276706 1.376592 -0.11 -1.30 1.96 2.30
S 0.745199 -1.432159 -3.104843 -0.34 0.74 -0.84 2.34
S 2.355987 2.704962 -1.034932 -0.21 -1.02 2.33 2.32
S -0.194569 -0.263704 3.777138 -0.61 1.41 -0.95 2.33
S -3.523625 -0.395101 -1.144359 0.54 0.72 1.90 2.32
Na -0.084143 -0.113795 0.124441 -0.20 0.31 0.19 0.91
F -5.066914 -1.950330 -2.787140 0.06 -0.32 -0.41 -0.36
F -3.038705 -2.731437 -2.360150 -0.66 -0.16 -0.46 -0.32
F 0.551037 4.570340 -1.595314 -0.55 0.30 -0.10 -0.32
F 1.978095 4.312684 -3.177326 0.15 0.21 -0.48 -0.37
F 0.411888 2.838379 -2.899161 -0.28 0.11 -0.31 -0.31
F -0.976925 -2.375862 5.202438 -0.09 -0.57 0.41 -0.36
F 1.456660 -3.778513 -1.958324 0.12 -0.42 -0.06 -0.33
F -4.608329 -2.870384 -0.881175 -0.17 -0.03 -0.23 -0.36
F -0.482061 -3.785146 -2.926763 0.24 -0.58 -0.29 -0.35
F 1.349073 -3.913987 -4.119607 0.04 -0.33 -0.21 -0.36
F 5.110551 -2.735405 1.981391 0.40 -0.39 -0.22 -0.36
F 1.081562 -1.766161 5.611060 -0.09 -0.24 0.49 -0.36
F -2.241031 3.498007 -1.221250 -0.17 0.01 -0.70 -0.31
F 0.625594 -2.846619 3.811314 -0.19 -0.32 0.05 -0.33
F 3.319741 -2.544397 3.134991 0.01 -0.19 -0.09 -0.35
F 3.311233 -3.844140 1.404520 0.34 -0.46 0.01 -0.35
F -3.953004 3.823185 0.067336 -0.56 0.08 -0.30 -0.34
F -2.435951 5.346134 -0.127136 -0.18 0.92 -0.31 -0.36
O 3.590662 -0.071998 1.522189 0.00 -0.23 0.36 -0.95
O -0.365888 3.909822 1.375422 -1.01 0.07 -0.55 -0.97
O -1.697862 1.830386 1.130715 -0.01 1.76 -0.38 -0.97
O -2.861192 0.322877 -2.216272 -1.00 -0.71 0.01 -0.95
O 2.126105 -1.031430 -2.959601 -0.48 -0.54 0.14 -0.95
O 4.061663 -1.486749 -0.411449 -0.19 -0.24 0.76 -1.00
O 1.788162 -1.477246 0.515305 1.69 0.05 0.84 -1.00
O -0.211752 -1.035732 -2.080671 1.04 -0.81 -0.29 -0.98
O 0.217122 -1.229235 -4.459446 0.14 -0.50 0.17 -1.04
O -0.943638 -0.667391 2.592489 0.70 -0.37 0.96 -0.97
O 1.502882 1.666842 -0.436656 0.47 1.34 -1.28 -0.98
O -0.980507 0.488120 4.754820 0.12 -0.98 0.31 -1.02
O 1.104479 0.323885 3.545551 0.00 -0.82 0.24 -0.96
O -2.641282 -0.766222 -0.029406 -1.01 -0.31 -1.53 -0.97
O 2.704177 3.775544 -0.100001 -0.04 -0.04 -0.82 -1.01
O -4.815282 0.146394 -0.690630 0.39 -0.49 -0.76 -1.03
O -2.516760 3.667263 2.540389 0.43 0.17 -1.37 -1.04
O 3.488830 2.186988 -1.776517 -0.33 0.48 -0.71 -0.99
C -2.643522 4.023558 -0.083200 1.37 -1.16 1.70 0.70
C 1.237868 3.648872 -2.255335 1.04 -1.07 1.14 0.70
C -4.096787 -2.080674 -1.860627 1.31 1.17 1.24 0.69
C 3.768372 -2.671389 1.864868 -1.12 1.36 0.16 0.67
C 0.153890 -1.916802 4.639529 0.14 1.57 -0.95 0.68
C 0.793073 -3.350028 -3.031507 -0.61 2.10 0.88 0.69

***

16
Properties=species:S:1:pos:R:3:forces:R:3:nbo_charge:R:1 method="wB97M-V/def2-TZVPD" total_charge=-1 lumo_energy_ev="4.4 / 4.3" gap_ev="3.98 / 6.86" energy_ha=-234.51527 multiplicity=2
C -0.131323 -0.404930 0.017348 -1.49 -0.50 0.51 -0.11
C 0.457617 -1.564866 -0.764997 -0.67 2.19 -1.16 -0.64
C 1.850953 1.215789 -0.291359 -0.73 0.14 -1.96 -0.64
C -1.550538 -0.570896 0.395171 2.45 0.43 -0.95 -0.29
C -2.204264 0.125840 1.374564 -0.56 0.50 -0.18 -0.66
C 0.612094 0.709479 0.355177 -0.71 0.94 1.02 -0.40
H 0.967761 -1.092723 -1.649670 0.12 -0.87 0.59 0.18
H 2.677079 0.495970 -0.367165 0.06 0.47 0.05 0.19
H -1.685443 0.898860 1.920818 0.12 -0.02 0.28 0.17
H 2.117061 2.226999 0.013160 0.56 -0.31 0.95 0.19
H -0.418839 -2.094625 -1.143966 0.39 -0.60 0.02 0.20
H -2.086749 -1.136262 -0.362707 -0.30 -0.45 0.38 0.16
H 1.530037 1.527317 -1.338094 0.63 -0.72 0.07 0.15
H -3.275165 0.248090 1.287794 -0.28 -0.11 0.24 0.15
H 1.120470 -2.154209 -0.157338 0.38 -0.56 0.02 0.19
H 0.019250 1.570165 0.711264 0.04 -0.52 0.13 0.16

***

16
Properties=species:S:1:pos:R:3:forces:R:3:nbo_charge:R:1 method="wB97M-V/def2-TZVPD" total_charge=0 lumo_energy_ev=1.2 gap_ev=10.70 energy_ha=-234.51765
C 0.406829 0.873865 -0.297507 -0.05 0.22 -0.13 -0.24
C -1.922666 0.170941 0.522203 -0.01 -0.11 0.07 -0.61
C 0.419041 -0.368463 -1.238101 -0.03 0.03 -0.25 -0.40
C -0.455543 0.479771 0.838072 -0.10 0.23 0.04 -0.23
C 1.489891 -0.991934 -0.332582 -0.02 -0.21 0.05 -0.39
C 1.016400 -0.032836 0.751926 0.14 -0.07 0.27 -0.20
H -2.405484 1.156465 0.587708 -0.04 -0.26 0.05 0.21
H 1.639278 0.274468 1.591443 -0.16 -0.04 -0.16 0.21
H 1.523386 -2.073485 -0.166590 -0.21 0.08 0.01 0.19
H -0.418785 1.142759 1.700681 0.04 0.24 -0.21 0.21
H -2.084077 -0.162134 -0.508249 0.08 -0.07 0.30 0.21
H 0.666959 1.887040 -0.585557 0.07 -0.13 0.03 0.21
H -0.496991 -0.942635 -1.086578 0.05 0.15 -0.42 0.20
H 2.483223 -0.659921 -0.665223 -0.17 -0.10 0.17 0.20
H -2.461965 -0.498764 1.194888 0.22 -0.06 0.05 0.21
H 0.600505 -0.255138 -2.306534 0.19 0.10 0.13 0.21

***

Copy entry 4 word for word.
16
Properties=species:S:1:pos:R:3:forces:R:3:nbo_charge:R:1 method="wB97M-V/def2-TZVPD" total_charge=0 lumo_energy_ev=1.2 gap_ev=10.70 energy_ha=-234.51765
C 0.406829 0.873865 -0.297507 -0.05 0.22 -0.13 -0.24
C -1.922666 0.170941 0.522203 -0.01 -0.11 0.07 -0.61
C 0.419041 -0.368463 -1.238101 -0.03 0.03 -0.25 -0.40
C -0.455543 0.479771 0.838072 -0.10 0.23 0.04 -0.23
C 1.489891 -0.991934 -0.332582 -0.02 -0.21 0.05 -0.39
C 1.016400 -0.032836 0.751926 0.14 -0.07 0.27 -0.20
H -2.405484 1.156465 0.587708 -0.04 -0.26 0.05 0.21
H 1.639278 0.274468 1.591443 -0.16 -0.04 -0.16 0.21
H 1.523386 -2.073485 -0.166590 -0.21 0.08 0.01 0.19
H -0.418785 1.142759 1.700681 0.04 0.24 -0.21 0.21
H -2.084077 -0.162134 -0.508249 0.08 -0.07 0.30 0.21
H 0.666959 1.887040 -0.585557 0.07 -0.13 0.03 0.21
H -0.496991 -0.942635 -1.086578 0.05 0.15 -0.42 0.20
H 2.483223 -0.659921 -0.665223 -0.17 -0.10 0.17 0.20
H -2.461965 -0.498764 1.194888 0.22 -0.06 0.05 0.21
H 0.600505 -0.255138 -2.306534 0.19 0.10 0.13 0.21

***

Please write out number 1 again, unchanged.
41
Properties=species:S:1:pos:R:3:forces:R:3:nbo_charge:R:1 method="wB97M-V/def2-TZVPD" total_charge=-1 lumo_energy_ev="1.9 / -0.5" gap_ev="5.81 / 6.01" energy_ha=-9103.68543 multiplicity=5
Cu 4.469320 -20.440550 -12.403720 1.03 1.90 0.40 1.41
Cu 6.056460 -17.955780 -10.467650 -0.86 -0.55 -0.70 0.92
Cu 4.119280 -17.166940 -13.702370 0.27 -1.00 0.95 0.98
S 2.278950 -19.825600 -15.159810 3.74 -0.88 2.41 2.05
S 1.020080 -17.664750 -14.646670 -3.92 5.64 1.53 2.18
S 5.779330 -21.498540 -9.479060 -1.60 2.11 0.12 2.05
S 3.536530 -22.658230 -9.963240 -5.27 -0.70 -1.44 2.15
F 4.508090 -19.850000 -16.823300 -1.30 0.41 -0.10 -0.30
F -0.092800 -19.656960 -12.989860 0.34 0.63 0.29 -0.31
F 7.996860 -22.959140 -9.020390 0.61 0.05 -0.07 -0.28
F 2.177780 -22.038570 -12.273800 0.26 -1.13 0.47 -0.34
F 0.317510 -17.703310 -12.044590 0.09 -0.56 0.14 -0.30
F 8.052320 -21.606170 -10.809700 -0.59 -2.43 1.00 -0.30
F 6.904270 -23.616220 -10.788100 1.26 1.81 0.61 -0.30
F 2.904450 -24.126470 -12.189180 0.44 -0.10 -0.65 -0.30
F -1.266940 -17.906730 -13.497970 -0.32 -0.18 0.42 -0.33
F 2.637900 -20.303550 -17.865310 0.20 0.12 0.39 -0.30
F 1.291250 -23.530840 -10.936840 -0.88 -0.18 -0.14 -0.31
F 3.046490 -18.228700 -17.296080 0.45 -1.89 0.54 -0.31
O 4.132300 -23.936120 -9.672190 0.06 0.26 0.84 -0.92
O 3.909630 -17.197240 -10.158890 1.48 1.88 7.79 -0.55
O 2.529360 -22.004920 -9.070790 3.03 -1.37 -1.78 -0.87
O 0.269560 -17.899660 -15.847260 0.48 -1.04 0.07 -0.91
O 1.127400 -16.249940 -14.305690 -0.09 -0.93 0.18 -0.95
O 6.435690 -19.413730 -12.061360 1.49 -5.06 3.72 -0.81
O 3.249190 -20.537550 -14.246930 -1.61 0.58 -2.34 -1.00
O 6.007140 -20.066710 -9.574460 1.01 -1.21 0.35 -0.96
O 5.361280 -21.940700 -8.142240 0.99 -0.11 -2.44 -0.86
O 1.012660 -20.479900 -15.411630 1.56 1.04 0.14 -0.83
O 5.483530 -18.879920 -13.750540 -8.06 -3.53 -8.72 -0.65
O 3.515660 -18.674630 -11.525830 -2.49 -8.27 -1.15 -0.80
O 3.142200 -16.699880 -11.747880 -4.40 5.89 -3.52 -0.53
O 6.147100 -17.496270 -12.626500 -0.76 11.62 2.97 -0.66
N 2.425440 -18.203930 -14.438340 1.07 -4.61 -2.32 -1.18
N 4.541930 -21.729000 -10.787620 2.60 0.18 2.75 -1.24
C 2.421740 -23.136650 -11.480520 0.38 1.73 1.48 0.74
C 3.203080 -19.547760 -16.940240 -0.23 1.08 0.81 0.82
C 3.091670 -17.685280 -10.966500 6.50 0.13 -3.61 0.90
C 7.361670 -22.546270 -10.073960 -2.27 1.45 -1.29 0.83
C -0.044230 -18.329960 -13.152130 0.00 0.64 -1.97 0.75
C 6.417240 -18.594310 -13.052240 5.33 -3.42 1.88 0.62

***

Repeat the third record exactly.
16
Properties=species:S:1:pos:R:3:forces:R:3:nbo_charge:R:1 method="wB97M-V/def2-TZVPD" total_charge=-1 lumo_energy_ev="4.4 / 4.3" gap_ev="3.98 / 6.86" energy_ha=-234.51527 multiplicity=2
C -0.131323 -0.404930 0.017348 -1.49 -0.50 0.51 -0.11
C 0.457617 -1.564866 -0.764997 -0.67 2.19 -1.16 -0.64
C 1.850953 1.215789 -0.291359 -0.73 0.14 -1.96 -0.64
C -1.550538 -0.570896 0.395171 2.45 0.43 -0.95 -0.29
C -2.204264 0.125840 1.374564 -0.56 0.50 -0.18 -0.66
C 0.612094 0.709479 0.355177 -0.71 0.94 1.02 -0.40
H 0.967761 -1.092723 -1.649670 0.12 -0.87 0.59 0.18
H 2.677079 0.495970 -0.367165 0.06 0.47 0.05 0.19
H -1.685443 0.898860 1.920818 0.12 -0.02 0.28 0.17
H 2.117061 2.226999 0.013160 0.56 -0.31 0.95 0.19
H -0.418839 -2.094625 -1.143966 0.39 -0.60 0.02 0.20
H -2.086749 -1.136262 -0.362707 -0.30 -0.45 0.38 0.16
H 1.530037 1.527317 -1.338094 0.63 -0.72 0.07 0.15
H -3.275165 0.248090 1.287794 -0.28 -0.11 0.24 0.15
H 1.120470 -2.154209 -0.157338 0.38 -0.56 0.02 0.19
H 0.019250 1.570165 0.711264 0.04 -0.52 0.13 0.16